[1]
Here is C3H5CoO4 as an isolated structure at a distorted geometry from the Open Molecules 2025 dataset. Energies are from wB97M-V/def2-TZVPD.

Each line ends with the Mulliken spin population.
Element x y z (Å)
O1 1.12 0.74 -0.22  -0.019
C1 1.67 -0.45 -0.15  0.155
C2 -0.39 0.62 -0.07  0.000
O2 2.87 -0.65 -0.06  -0.063
O3 0.78 -1.41 0.01  -0.013
C3 -0.56 -0.90 -0.14  0.001
Co1 4.48 0.51 -0.12  2.940
H1 -0.79 1.14 -0.94  0.000
H2 -0.60 1.04 0.92  0.000
H3 -0.96 -1.25 -1.10  0.000
H4 -1.17 -1.29 0.68  0.000
O4 -3.08 0.50 0.59  0.000
H5 -3.36 1.42 0.58  0.000

Multiplicity ... 4
Total charge ... -1
DFT total energy ... -1800.954669 Eh
HOMO (spin up / spin down) ... -3.091 / -3.506 eV
Energy above the lowest of the compared OMol25 structures with the same formula, charge and spin ... 157.6 kJ/mol


[2]
Here is C3H5CuLiO4 as an isolated structure at a distorted geometry from the Open Molecules 2025 dataset. Energies are from wB97M-V/def2-TZVPD.

Each line ends with the Mulliken spin population.
Element x y z (Å)
Cu1 -2.37 0.67 0.35  0.937
O1 -0.87 2.30 0.66  -0.083
C1 0.37 2.28 0.74  0.099
H1 0.87 2.84 1.56  0.005
H2 0.98 1.94 -0.12  0.006
C2 0.09 -0.89 0.91  0.018
O2 0.11 -1.55 -0.41  -0.018
C3 -0.31 -0.94 -1.47  0.133
O3 -1.31 -0.23 -1.47  -0.123
O4 0.65 -1.02 -2.38  -0.021
Li1 1.95 -2.10 1.43  0.041
H3 -0.21 0.05 1.40  -0.001
H4 -0.79 -1.39 1.36  0.005
H5 0.85 -1.95 -2.55  0.002

Multiplicity ... 2
DFT total energy ... -2066.055629 Eh
HOMO (spin up / spin down) ... -4.261 / -7.421 eV
Energy above the lowest of the compared OMol25 structures with the same formula, charge and spin ... 563.0 kJ/mol


[3]
Here is C3H5CuO3 as an isolated structure at a distorted geometry from the Open Molecules 2025 dataset. Energies are from wB97M-V/def2-TZVPD.

Each line ends with the natural charge from an NBO analysis.
Element x y z (Å)
H1 -1.35 0.40 -1.33  0.214
C1 -0.98 0.04 -0.37  -0.521
C2 -0.73 1.13 0.67  -0.076
O1 0.70 1.03 0.54  -0.564
C3 0.63 -0.11 -0.34  0.765
O2 1.30 -0.06 -1.45  -0.889
Cu1 1.94 -2.23 -1.49  0.886
O3 1.02 -1.30 0.39  -0.852
H2 -1.59 -0.80 -0.01  0.201
H3 -1.06 0.89 1.69  0.161
H4 -1.06 2.14 0.38  0.177
H5 1.18 -1.13 1.32  0.499

DFT total energy ... -1983.419047 Eh
HOMO ... -8.552 eV
Energy above the lowest of the compared OMol25 structures with the same formula, charge and spin ... 27.8 kJ/mol


[4]
Here is C3H5EuO3 as an isolated structure at a distorted geometry from the Open Molecules 2025 dataset. Energies are from wB97M-V/def2-TZVPD.

Each line ends with the Mulliken spin population.
Element x y z (Å)
H1 2.63 -3.25 0.00  0.010
O1 -1.42 -0.35 -0.58  0.000
C1 -0.44 0.20 0.05  -0.031
C2 -2.54 0.57 -0.74  -0.002
O2 2.11 -2.51 0.29  -0.442
O3 -0.66 1.46 0.30  0.000
C3 -2.01 1.85 -0.11  -0.002
Eu1 2.24 -0.44 -0.28  6.467
H2 -3.39 0.13 -0.22  0.000
H3 -2.74 0.65 -1.82  0.000
H4 -2.54 2.14 0.80  0.000
H5 -1.92 2.69 -0.80  0.000

Multiplicity ... 7
Total charge ... +2
DFT total energy ... -1052.608319 Eh
HOMO (spin up / spin down) ... -18.840 / -18.839 eV
Energy above the lowest of the compared OMol25 structures with the same formula, charge and spin ... 0.0 kJ/mol


[5]
Here is a single C3H5F molecule at a distorted geometry from the Open Molecules 2025 dataset. Energies are from wB97M-V/def2-TZVPD.

Each line ends with the natural charge from an NBO analysis.
Element x y z (Å)
C1 0.14 -1.24 -0.55  -0.623
C2 0.17 0.27 -0.04  -0.276
C3 -0.28 1.17 0.91  0.198
F1 0.04 2.52 0.61  -0.369
H1 -0.75 -1.37 -1.36  0.231
H2 0.02 -1.90 0.37  0.219
H3 1.04 -1.49 -0.99  0.218
H4 0.46 0.98 -0.85  0.210
H5 -0.85 1.06 1.91  0.193

SMILES ... C/C=C/F
DFT total energy ... -217.094609 Eh
HOMO ... -9.531 eV
Energy above the lowest of the compared OMol25 structures with the same formula, charge and spin ... 114.4 kJ/mol


[6]
Here is a single C3H5F molecule at a distorted geometry from the Open Molecules 2025 dataset. Energies are from wB97M-V/def2-TZVPD.

Each line ends with the natural charge from an NBO analysis.
Element x y z (Å)
F1 -0.46 -1.14 1.39  -0.345
C1 0.18 -0.13 0.75  0.182
C2 0.41 -0.43 -0.70  -0.466
C3 -0.61 0.59 -0.16  -0.451
H1 0.96 0.48 1.28  0.172
H2 1.35 0.11 -1.00  0.209
H3 0.24 -1.42 -1.23  0.249
H4 -0.38 1.62 -0.15  0.216
H5 -1.70 0.33 -0.19  0.233

SMILES ... FC1CC1
DFT total energy ... -217.107099 Eh
HOMO ... -10.426 eV
Energy above the lowest of the compared OMol25 structures with the same formula, charge and spin ... 81.6 kJ/mol